C2H3NS3 | wB97M-V/def2-TZVPD

Geometry as XYZ:
```
9
Properties=species:S:1:pos:R:3:nbo_charge:R:1
C 1.692 -0.333 -0.105 -0.46
C -1.070 -0.297 0.342 -0.20
N -0.996 0.877 -0.317 -0.67
S 3.253 -0.158 -0.129 0.14
S 0.562 -1.461 -0.208 0.25
S 0.393 1.831 -0.114 0.11
H -0.805 -0.131 1.324 0.20
H -1.727 -1.140 0.443 0.24
H -1.302 0.813 -1.236 0.38
```

Frontier orbital gap (alpha / beta) = 7.35 / 7.35 eV
Molecular weight = 137.3 u
Total charge = 0
Highest occupied orbital energy (alpha / beta) = -0.293 / -0.293 Ha
ΔE to the lowest compared entry with this formula, charge and spin = 57.4 kcal/mol
2S+1 = 1